Molecular formula: C4H9NOS
Method: DFT, ωB97M-V/def2-TZVPD

```
16
Properties=species:S:1:pos:R:3
C 1.86171 0.18091 1.14733
N 1.49538 -0.47204 -0.10962
C 0.22603 0.08007 -0.67739
C 0.43068 1.61653 -1.06821
O 0.17866 2.54884 -0.11625
C -0.98369 -0.11024 0.20206
S -1.68049 -1.88256 0.19771
H 2.92033 -0.12836 1.29540
H 1.39329 -0.21694 2.06237
H 1.65107 1.23886 1.10133
H 1.52480 -1.47678 -0.10523
H 0.07674 -0.42090 -1.63920
H -0.07392 1.63411 -2.06996
H 1.55611 1.70381 -1.24486
H -1.72285 0.64181 -0.06623
H -0.72184 -0.01567 1.25140
```

* multiplicity: 1
* HOMO energy: 1.057 eV
* energy above the lowest of the compared OMol25 structures with the same formula, charge and spin: 1.400 eV
* LUMO energy: 6.3 eV
* charge: -2
* E_tot: -18663.39193 eV

Atom charges from the Löwdin analysis, given in e for atoms 1 to 6: number 1, C, carries -0.18; number 2, N, carries -0.11; number 3, C, carries -0.46; number 4, C, carries -0.51; number 5, O, carries -0.40; number 6, C, carries -0.68